No. 1
DFT (wB97M-V/def2-TZVPD) results for C28H40AlBN10S as an isolated structure at a distorted geometry.

Calculated values
HOMO energy = -0.1707 hartree
Relative energy (zero: lowest compared OMol25 entry of this formula, charge and spin) = 0.6148 eV
Kohn-Sham gap = 4.98 eV

Geometry as XYZ:
```
81
Properties=species:S:1:pos:R:3:forces:R:3
Al 0.0610 0.3205 0.3252 0.766 1.405 0.804
C 3.3318 0.0950 -0.6889 -0.036 0.121 0.165
C 2.7050 -1.0808 -0.0261 -0.070 -0.101 -0.010
C 3.3241 -2.2442 0.4192 0.056 0.006 0.008
C 2.3179 -3.0360 0.9387 0.059 0.040 -0.090
C 2.4298 -4.3762 1.5799 -0.103 -0.021 -0.010
N 1.1580 -2.3798 0.7906 -0.055 -0.335 -0.113
N 1.3858 -1.1673 0.2128 -0.224 -0.107 0.021
B -0.2493 -2.9764 0.9827 -0.206 0.205 -0.286
N -1.0732 -2.0177 1.8541 0.111 -0.038 0.234
N -1.1459 -0.6864 1.5877 0.002 0.009 0.039
C -1.9289 -0.1314 2.5297 0.150 -0.128 0.115
C -2.2504 1.3219 2.5921 0.052 -0.011 -0.220
C -2.3284 -1.1225 3.4242 -0.010 -0.006 -0.003
C -1.7595 -2.2991 2.9717 -0.183 0.092 -0.030
C -1.8597 -3.6633 3.5675 0.096 0.027 -0.055
N -0.9637 -3.2683 -0.3814 0.200 -0.292 -0.070
N -0.7570 -2.5819 -1.5328 0.345 0.521 -0.142
C -1.3388 -3.2680 -2.5115 0.257 0.107 0.188
C -1.2738 -2.8154 -3.9362 -0.042 0.060 0.143
C -1.9281 -4.4281 -2.0019 -0.112 0.013 0.093
C -1.6756 -4.3871 -0.6459 -0.117 -0.157 0.007
C -2.1225 -5.3494 0.4023 0.064 0.061 -0.035
H 3.3116 -0.0142 -1.7792 0.070 -0.020 0.010
H 2.7731 0.9952 -0.3885 0.053 0.019 -0.055
H 4.3767 0.1795 -0.3912 -0.017 0.006 -0.010
H 4.3739 -2.4795 0.3791 0.009 0.047 0.034
H 3.4773 -4.6544 1.6719 0.011 0.024 -0.014
H 1.9836 -4.3571 2.5748 0.035 -0.052 -0.013
H 1.9155 -5.1393 0.9940 0.016 -0.011 0.030
H -0.1467 -4.0171 1.5514 0.018 0.033 0.112
H -1.4577 1.8884 2.0893 -0.031 0.053 0.089
H -3.1954 1.5306 2.0868 -0.020 -0.007 0.012
H -2.3455 1.6382 3.6303 0.017 0.004 0.010
H -2.9394 -0.9934 4.3015 -0.014 0.001 -0.012
H -2.4969 -3.6293 4.4482 0.002 0.021 0.017
H -2.2828 -4.3742 2.8593 0.058 0.030 0.181
H -0.8750 -4.0291 3.8616 -0.030 -0.035 0.016
H -0.2583 -2.5050 -4.1882 -0.022 0.060 -0.041
H -1.5512 -3.6334 -4.5985 0.000 0.011 -0.040
H -1.9599 -1.9856 -4.1246 0.050 0.015 -0.019
H -2.4621 -5.1902 -2.5450 -0.031 0.002 0.036
H -2.6532 -6.1768 -0.0629 -0.012 -0.016 -0.005
H -1.2782 -5.7437 0.9690 -0.058 -0.048 0.020
H -2.7986 -4.8564 1.1029 -0.034 -0.119 -0.101
C 0.6660 1.0163 -5.0449 -0.010 -0.052 0.093
C -0.4278 1.2936 -4.0809 0.256 -0.103 -0.251
N -1.5027 1.9433 -4.3748 -0.155 0.191 -0.097
N -2.2384 1.9540 -3.2241 0.262 -0.108 0.261
C -1.6190 1.3366 -2.2034 -0.174 -0.091 -0.377
S -2.1003 0.9955 -0.6519 -0.274 0.109 -0.045
N -0.4532 0.9034 -2.7621 -0.397 0.106 0.193
N 0.4582 0.2511 -1.9584 0.029 -1.227 0.171
H 0.5475 1.6893 -5.8898 0.044 0.018 0.012
H 0.6110 -0.0079 -5.4152 0.021 -0.049 0.080
H 1.6444 1.1725 -4.5906 0.013 0.022 -0.039
H -3.1136 2.4438 -3.1839 -0.042 -0.033 0.011
H 0.2722 -0.7776 -1.8890 -0.127 0.295 -0.607
H 1.4080 0.4258 -2.2603 0.009 0.225 0.204
C 2.8340 3.3298 1.5520 0.010 -0.009 0.171
C 1.6937 2.4336 2.0765 -0.129 0.193 -0.442
C 0.8568 3.3592 2.9955 0.133 -0.027 0.069
C 0.8547 1.9365 0.8785 -0.095 -0.545 0.140
C 2.2610 1.3237 2.9559 -0.025 0.005 -0.077
C 3.6260 1.0580 3.0594 0.000 -0.043 -0.071
C 4.1130 0.0891 3.9280 0.090 -0.126 -0.042
C 3.2481 -0.6652 4.7022 0.016 -0.066 0.005
C 1.8854 -0.4178 4.6130 -0.077 -0.029 0.031
C 1.4093 0.5732 3.7691 0.035 -0.129 -0.016
H 2.3978 4.1758 1.0193 -0.015 -0.021 -0.033
H 3.4828 2.7988 0.8550 0.004 -0.016 -0.024
H 3.4434 3.7224 2.3749 0.039 0.064 -0.067
H 0.4382 4.1768 2.4062 0.017 -0.007 -0.039
H 1.4781 3.7823 3.7949 -0.072 0.027 0.017
H 0.0285 2.8233 3.4532 -0.026 0.028 0.028
H 0.5573 2.8291 0.3120 -0.228 -0.106 -0.101
H 4.3364 1.6230 2.4706 -0.036 0.001 0.007
H 5.1821 -0.0781 3.9987 -0.014 0.011 -0.024
H 3.6296 -1.4247 5.3747 -0.011 0.024 -0.012
H 1.1861 -0.9817 5.2221 0.028 0.026 -0.013
H 0.3531 0.7900 3.7718 -0.171 -0.045 -0.125
```
Forces are in eV/Å.

No. 2
DFT (wB97M-V/def2-TZVPD) results for C2H10BClO2Si2 as an isolated structure at a distorted geometry.

Calculated values
HOMO energy = -0.3554 hartree
Relative energy (zero: lowest compared OMol25 entry of this formula, charge and spin) = 2.1578 eV
Kohn-Sham gap = 9.72 eV

Geometry as XYZ:
```
18
Properties=species:S:1:pos:R:3:forces:R:3
C 2.1473 -1.2887 0.1234 0.592 -0.876 -0.678
C 1.9546 0.1528 -0.6453 0.638 -0.447 -0.277
B 0.9085 1.1908 0.0834 1.713 1.827 -0.728
O 1.1137 2.6433 0.2866 1.106 -2.661 1.054
Si -0.7956 0.4838 0.7725 -0.178 -0.961 -1.361
O -1.5111 -0.4099 -0.5672 -2.736 0.958 2.190
Si -3.2674 -0.3944 -0.5140 1.417 -1.083 -1.292
Cl -4.1411 -2.3919 -0.4417 0.901 1.726 0.157
H 2.9150 -1.9116 -0.5460 -1.607 1.284 1.602
H 1.1646 -1.9542 0.1508 1.977 1.660 0.101
H 2.6237 -1.1970 1.2058 -1.171 -0.090 -2.297
H 1.5055 -0.1014 -1.7134 0.771 0.582 2.087
H 3.0270 0.5901 -0.8419 -2.013 -0.680 0.365
H 1.9613 2.8369 0.7878 -1.185 -0.278 -1.415
H -0.3895 -0.4644 1.8418 -0.361 0.013 0.121
H -1.6687 1.5574 1.2960 -0.207 -0.221 -0.020
H -3.8284 0.4901 0.5311 0.233 -0.477 0.227
H -3.7195 0.1684 -1.8098 0.112 -0.276 0.164
```
Forces are in eV/Å.

No. 3
DFT (wB97M-V/def2-TZVPD) results for a single C3H4FNO molecule at a distorted geometry.

Calculated values
HOMO energy = -0.3271 hartree
Relative energy (zero: lowest compared OMol25 entry of this formula, charge and spin) = 1.3547 eV
Kohn-Sham gap = 9.38 eV
SMILES string = N/C=C(/F)C=O

Geometry as XYZ:
```
10
Properties=species:S:1:pos:R:3:forces:R:3
N 1.5757 -0.5917 0.1273 1.827 -0.869 -0.299
C 0.5134 -0.3952 -0.6454 -2.171 -1.577 -2.223
C -0.7407 0.0790 -0.4285 -0.229 1.424 -0.621
F -1.5299 0.1806 -1.5598 0.331 -0.397 0.395
C -1.2599 0.8707 0.6782 2.852 -1.471 1.690
O -2.2359 1.5080 0.8286 -2.901 1.373 -0.998
H 2.3025 -1.3112 0.0143 -1.026 0.649 -0.706
H 1.5179 -0.3373 1.0565 -0.250 0.788 2.090
H 0.4916 -0.8534 -1.6704 0.754 0.541 0.926
H -0.6348 0.8506 1.5992 0.815 -0.461 -0.255
```
Forces are in eV/Å.